[1]
2 unconnected molecules or ions with the total composition C6H12O. Source: OMol25; level of theory: the ωB97M-V functional and the def2-TZVPD basis.

Relative energy (zero: lowest compared OMol25 entry of this formula, charge and spin)   6.2190 eV
Energy   -8458.13489 eV
E_LUMO   0.913 eV
Frontier orbital gap   8.232 eV

Last columns: bonded neighbours and bond lengths (Å).
Positions of all 19 atoms, in Å:
1 C -1.9254 -1.1206 -0.4170  C2 1.510, H8 1.093, H9 1.093, H10 1.096
2 C -0.8978 -0.1756 0.1586  C1 1.510, C3 1.424, C4 1.505, H14 1.275
3 C -1.3471 0.9733 0.8698  C2 1.424, H12 1.084, H13 1.083
4 C 0.3336 -0.8407 0.7130  C2 1.505, O5 1.411, C6 1.465, H15 1.094
5 O 1.2508 -1.5027 -0.1302  C4 1.411, C6 1.430
6 C 1.7220 -0.3826 0.6241  C4 1.465, O5 1.430, C7 1.506, H16 1.093
7 C 2.1934 0.8322 -0.1307  C6 1.506, H17 1.093, H18 1.095, H19 1.096
8 H -2.7203 -0.5670 -0.9232  C1 1.093
9 H -1.4671 -1.8236 -1.1165  C1 1.093
10 H -2.3724 -1.6658 0.4227  C1 1.096
11 H -0.3053 0.2174 -1.2893  no bonds
12 H -0.6619 1.5150 1.5113  C3 1.084
13 H -2.3757 1.3010 0.7785  C3 1.083
14 H -0.7208 0.9007 -0.5024  C2 1.275
15 H 0.0425 -1.4037 1.6052  C4 1.094
16 H 2.3669 -0.6726 1.4571  C6 1.093
17 H 1.5476 1.0461 -0.9856  C7 1.093
18 H 3.2068 0.6629 -0.5085  C7 1.095
19 H 2.2207 1.7040 0.5324  C7 1.096

***

[2]
2 unconnected molecules or ions with the total composition C6H12O at a distorted geometry. Source: OMol25; level of theory: the ωB97M-V functional and the def2-TZVPD basis.

Total charge   +1
Relative energy (zero: lowest compared OMol25 entry of this formula, charge and spin)   2.3197 eV
Energy   -8452.72787 eV
E_LUMO (alpha / beta)   -4.387 / -8.515 eV
Frontier orbital gap (alpha / beta)   10.400 / 6.272 eV
2S+1   2

Last columns: bonded neighbours and bond lengths (Å).
Positions of all 19 atoms, in Å:
1 C 1.0231 -0.0304 2.8217  C2 1.508, H7 1.162, H8 1.015, H9 1.112
2 C 0.8992 0.1487 1.3297  C1 1.508, C3 1.308, H10 1.125
3 C 0.1437 -0.5990 0.5674  C2 1.308, C4 1.492, H11 1.112
4 C -0.1006 -0.1954 -0.8479  C3 1.492, C5 1.360, H12 1.036
5 C 0.9262 -0.0513 -1.7287  C4 1.360, C6 1.518, H13 1.090
6 C 0.7040 0.7712 -2.9851  C5 1.518, H14 1.006, H15 1.007, H16 1.109
7 H 1.8722 -0.6724 3.2882  C1 1.162
8 H 0.2106 -0.4668 3.2453  C1 1.015
9 H 1.0026 0.9698 3.3064  C1 1.112
10 H 1.5376 1.0262 1.0343  C2 1.125
11 H -0.5742 -1.3386 0.9852  C3 1.112
12 H -1.0707 0.0946 -1.0685  C4 1.036
13 H 1.8976 -0.4233 -1.4028  C5 1.090
14 H 0.5683 0.1222 -3.7415  C6 1.006
15 H -0.0440 1.4274 -3.1431  C6 1.007
16 H 1.5211 1.5144 -3.0822  C6 1.109
17 H -3.1440 -0.5829 1.1271  O19 0.981
18 H -3.5482 -1.2018 -0.1300  O19 0.927
19 O -3.8246 -0.5125 0.4244  H17 0.981, H18 0.927

***

[3]
2 unconnected molecules or ions with the total composition C6H12O at a distorted geometry. Source: OMol25; level of theory: the ωB97M-V functional and the def2-TZVPD basis.

Total charge   +1
Relative energy (zero: lowest compared OMol25 entry of this formula, charge and spin)   2.2538 eV
Energy   -8452.79374 eV
E_LUMO (alpha / beta)   -4.830 / -8.672 eV
Frontier orbital gap (alpha / beta)   10.057 / 6.211 eV
2S+1   2

Last columns: bonded neighbours and bond lengths (Å).
Positions of all 19 atoms, in Å:
1 C -0.8304 1.8834 -1.1460  C2 1.516, H7 1.099, H8 1.095, H9 1.092
2 C 0.2855 0.8573 -1.1602  C1 1.516, C3 1.532, H10 1.082, H11 1.111
3 C 0.0292 -0.4537 -0.4098  C2 1.532, C4 1.372, C6 1.454
4 C 1.0948 -0.8562 0.3556  C3 1.372, H12 1.085, H13 1.091
5 C -1.4485 -2.3825 -0.7212  C6 1.344, H14 1.082, H15 1.069
6 C -1.2516 -1.1297 -0.2764  C3 1.454, C5 1.344, H16 1.122
7 H -0.8444 2.6902 -0.4006  C1 1.099
8 H -1.7859 1.3507 -1.2019  C1 1.095
9 H -0.8475 2.4938 -2.0513  C1 1.092
10 H 1.2889 1.1012 -0.8377  C2 1.082
11 H 0.4987 0.4432 -2.1685  C2 1.111
12 H 1.0749 -1.8461 0.8002  C4 1.085
13 H 1.9285 -0.3075 0.7974  C4 1.091
14 H -2.3738 -2.8527 -0.4152  C5 1.082
15 H -0.5926 -2.9403 -1.0360  C5 1.069
16 H -1.8997 -0.4439 0.3305  C6 1.122
17 H 1.6726 0.3827 2.5505  O19 0.958
18 H 1.8662 1.4524 3.6197  O19 0.967
19 O 2.1353 0.5578 3.3709  H17 0.958, H18 0.967